(1)
This record from OMol25 describes an isolated molecule of C6H4O at a distorted geometry. The level of theory is the ωB97M-V functional and the def2-TZVPD basis.

Summary:
ΔE to the lowest compared entry with this formula, charge and spin (eV): 2.624
Lowest unoccupied orbital energy (eV): 0.676
Molar mass (g/mol): 92.1
HOMO energy (eV): -8.7
Gap between HOMO and LUMO (eV): 9.37
Max |F| (Eh/bohr): 0.072

```
11
C6H4O (the ωB97M-V functional and the def2-TZVPD basis)
O 2.94 0.08 -0.19
C 1.61 0.03 -0.06
C 0.54 -0.73 -0.04
C -0.75 -1.24 0.01
C -1.60 -0.15 -0.04
C -0.96 1.05 0.01
C 0.42 0.82 -0.04
H 3.17 0.82 0.33
H -1.13 -2.21 0.07
H -2.72 -0.39 -0.07
H -1.53 1.93 0.02
```

Mulliken population analysis, charges in e, atoms 1 to 6: number 1, O, carries -0.478; number 2, C, carries 0.722; number 3, C, carries 0.290; number 4, C, carries -1.376; number 5, C, carries 0.226; number 6, C, carries -1.116

---

(2)
This record from OMol25 describes an isolated ion of composition C7H9ClNS2 and charge +1 at a distorted geometry. The level of theory is the ωB97M-V functional and the def2-TZVPD basis.

Summary:
ΔE to the lowest compared entry with this formula, charge and spin (eV): 0.000
Charge: +1
Lowest unoccupied orbital energy (eV): -3.021
Molar mass (g/mol): 206.7
HOMO energy (eV): -12.7
Gap between HOMO and LUMO (eV): 9.67
Max |F| (Eh/bohr): 0.074

```
20
C7H9ClNS2 (the ωB97M-V functional and the def2-TZVPD basis)
Cl 1.27 -1.41 -1.27
C -0.38 -1.54 -0.74
C -1.35 -2.30 -1.43
C -2.59 -2.23 -0.92
S -2.62 -1.00 0.29
C -0.97 -0.61 0.07
C -0.37 0.52 1.03
N 1.16 0.34 1.14
C 1.85 1.68 0.70
C 0.95 2.10 -0.42
S -0.76 2.10 0.34
H -1.00 -2.97 -2.09
H -3.46 -2.91 -1.03
H -1.02 0.35 1.98
H 1.30 -0.39 0.39
H 1.25 -0.07 2.02
H 2.85 1.50 0.23
H 1.77 2.37 1.56
H 1.15 3.20 -0.64
H 0.98 1.29 -1.22
```

Mulliken population analysis, charges in e, atoms 1 to 6: number 1, Cl, carries -0.223; number 2, C, carries 0.166; number 3, C, carries -0.631; number 4, C, carries -0.428; number 5, S, carries -0.106; number 6, C, carries 0.232

---

(3)
This record from OMol25 describes C22H27FN7O9PdS2 as an isolated structure at a distorted geometry. The level of theory is the ωB97M-V functional and the def2-TZVPD basis.

Summary:
Charge: -1
2S+1: 3
Lowest unoccupied orbital energy (spin up / spin down) (eV): 2.145 / 2.110
Molar mass (g/mol): 723.1
HOMO energy (spin up / spin down) (eV): -2.9 / -3.9
⟨S²⟩: 2.05
Gap between HOMO and LUMO (spin up / spin down) (eV): 5.02 / 6.01
Max |F| (Eh/bohr): 0.060

```
69
C22H27FN7O9PdS2 (the ωB97M-V functional and the def2-TZVPD basis)
Pd -0.90 -0.28 -0.84
C -3.79 0.83 -3.85
C -3.04 0.18 -2.78
N -2.00 0.79 -2.19
O -1.72 1.96 -2.55
C -3.27 -1.16 -2.29
C -4.42 -2.01 -2.67
N -2.59 -1.29 -1.13
O -3.01 -2.04 -0.21
H -4.35 1.64 -3.38
H -4.50 0.18 -4.39
H -3.05 1.30 -4.55
H -0.05 2.29 -2.79
H -5.30 -1.40 -2.68
H -4.67 -2.81 -1.93
H -4.28 -2.45 -3.70
O -0.14 -3.51 -2.41
C 0.56 -3.02 -1.52
N 0.28 -1.91 -0.77
S 1.22 -1.76 0.63
O 0.38 -2.04 1.79
O 1.94 -0.50 0.71
C 2.30 -3.02 0.12
C 3.46 -3.31 0.74
C 4.11 -4.48 0.32
C 3.59 -5.23 -0.74
C 2.44 -4.84 -1.41
C 1.80 -3.68 -0.98
H 3.84 -2.69 1.49
H 5.01 -4.78 0.83
H 4.12 -6.09 -1.12
H 2.02 -5.43 -2.19
C -2.83 -1.75 3.11
N -2.88 -0.28 2.97
C -4.09 0.33 2.45
C -1.71 0.37 2.67
S -1.52 1.35 1.25
N -0.74 0.35 3.62
C 0.63 0.82 3.37
C -1.05 -0.18 4.96
H -2.64 -2.23 2.14
H -3.74 -2.12 3.59
H -2.05 -2.02 3.84
H -4.98 -0.17 2.85
H -4.16 0.26 1.34
H -4.08 1.39 2.70
H 1.09 0.16 2.62
H 1.19 0.75 4.29
H 0.60 1.87 3.03
H -2.13 -0.22 5.12
H -0.65 0.50 5.74
H -0.60 -1.17 5.10
F 2.63 5.25 1.77
C 2.99 4.93 0.50
C 3.06 3.63 0.13
N 3.21 3.30 -1.25
C 3.01 1.96 -1.73
C 1.53 1.61 -1.97
O 1.08 0.52 -1.63
O 0.94 2.51 -2.70
C 3.79 4.22 -2.17
O 4.15 3.87 -3.29
N 3.94 5.52 -1.67
C 3.21 6.04 -0.51
O 2.81 7.17 -0.46
H 3.06 2.76 0.81
H 3.35 1.21 -1.01
H 3.49 1.87 -2.72
H 4.07 6.19 -2.41
```

Mulliken population analysis, charges in e, atoms 1 to 6: number 1, Pd, carries 0.407; number 2, C, carries -1.439; number 3, C, carries 0.672; number 4, N, carries 0.691; number 5, O, carries -0.931; number 6, C, carries 0.023

---

(4)
This record from OMol25 describes an isolated molecule of C4H9NO. The level of theory is the ωB97M-V functional and the def2-TZVPD basis.

Summary:
ΔE to the lowest compared entry with this formula, charge and spin (eV): 0.194
Lowest unoccupied orbital energy (eV): 0.928
Molar mass (g/mol): 87.1
HOMO energy (eV): -9.6
Gap between HOMO and LUMO (eV): 10.53
Max |F| (Eh/bohr): 0.007

```
15
C4H9NO (the ωB97M-V functional and the def2-TZVPD basis)
C -2.09 0.41 0.24
C -1.20 -0.39 -0.72
N 0.19 0.03 -0.65
C 1.05 -0.54 0.24
C 2.39 0.15 0.41
O 0.76 -1.56 0.86
H -3.13 0.06 0.19
H -2.07 1.48 -0.01
H -1.73 0.28 1.26
H -1.22 -1.45 -0.46
H -1.55 -0.29 -1.75
H 0.43 0.93 -1.04
H 2.45 1.11 -0.11
H 3.18 -0.51 0.05
H 2.55 0.30 1.48
```

Mulliken population analysis, charges in e, atoms 1 to 6: number 1, C, carries -0.996; number 2, C, carries -0.450; number 3, N, carries -0.220; number 4, C, carries 0.624; number 5, C, carries -0.911; number 6, O, carries -0.620